{
  "formula": "C39H116N8O15",
  "method": "wB97M-V/def2-TZVPD",
  "gap_ev": 9.23,
  "energy_ev": -84950.4616,
  "homo_energy_ev": -8.68,
  "e_lumo_ev": 0.549,
  "de_lowest_kcal_mol": 3.2,
  "elements": ["C", "C", "C", "O", "C", "N", "H", "H", "H", "H", "H", "H", "H", "H", "H", "H", "H", "C", "C", "C", "O", "C", "N", "H", "H", "H", "H", "H", "H", "H", "H", "H", "H", "H", "C", "C", "C", "O", "C", "N", "H", "H", "H", "H", "H", "H", "H", "H", "H", "H", "H", "C", "C", "C", "O", "C", "N", "H", "H", "H", "H", "H", "H", "H", "H", "H", "H", "H", "C", "C", "C", "O", "C", "N", "H", "H", "H", "H", "H", "H", "H", "H", "H", "H", "H", "C", "C", "C", "O", "C", "N", "H", "H", "H", "H", "H", "H", "H", "H", "H", "H", "H", "C", "C", "C", "O", "C", "N", "H", "H", "H", "H", "H", "H", "H", "H", "H", "H", "H", "C", "C", "C", "O", "C", "N", "H", "H", "H", "H", "H", "H", "H", "H", "H", "H", "H", "C", "O", "H", "H", "H", "H", "C", "O", "H", "H", "H", "H", "C", "O", "H", "H", "H", "H", "C", "O", "H", "H", "H", "H", "C", "O", "H", "H", "H", "H", "C", "O", "H", "H", "H", "H", "C", "O", "H", "H", "H", "H"],
  "xyz": [[-5.2517, -3.8686, 1.5657], [-5.3023, -2.6886, 2.4980], [-6.1325, -1.5659, 1.8837], [-6.3233, -0.5645, 2.8388], [-6.7575, 0.7132, 2.4406], [-5.7730, -3.1205, 3.7803], [-4.6456, -4.6962, 1.8119], [-4.8454, -3.4404, 0.6045], [-6.2467, -4.2153, 1.3101], [-4.2807, -2.3441, 2.5902], [-7.0774, -1.9572, 1.5052], [-5.5564, -1.1090, 1.0843], [-6.6210, 0.8319, 1.3944], [-6.1421, 1.4232, 2.9642], [-7.8176, 0.9363, 2.6459], [-6.0292, -2.3216, 4.4089], [-6.6457, -3.6429, 3.7484], [2.0216, -2.3288, -5.4576], [3.3660, -3.0781, -5.3416], [4.4478, -2.0692, -5.1431], [5.5713, -2.6092, -4.5585], [6.2803, -1.7515, -3.7286], [3.2770, -3.9688, -4.2186], [2.1387, -1.6496, -6.3514], [1.9105, -1.7384, -4.5791], [1.2030, -3.0085, -5.6542], [3.5872, -3.6507, -6.2729], [4.0537, -1.2689, -4.4571], [4.6823, -1.5948, -6.1374], [7.0347, -1.1985, -4.3390], [6.8921, -2.3593, -3.0681], [5.6898, -1.0038, -3.1452], [4.2235, -4.3120, -4.0591], [2.6927, -4.7628, -4.4565], [3.9267, 1.1337, -1.4967], [2.6400, 1.7763, -1.9576], [1.9333, 0.8943, -2.9647], [2.6210, 0.7952, -4.1726], [2.3080, 1.7160, -5.1892], [1.7718, 1.8461, -0.7297], [3.7283, 0.0831, -1.2590], [4.3502, 1.5819, -0.5813], [4.6968, 1.1613, -2.2376], [2.7923, 2.8045, -2.3715], [0.9035, 1.3202, -3.1044], [1.7003, -0.0912, -2.5352], [3.2200, 1.8297, -5.8144], [2.0352, 2.6613, -4.7416], [1.5335, 1.2992, -5.8352], [2.2716, 1.8710, 0.1103], [1.0540, 2.5580, -0.7799], [1.4287, 1.5297, 3.3137], [2.9181, 1.9043, 3.3324], [3.7380, 0.7339, 2.8081], [3.7638, -0.2742, 3.7766], [5.0760, -0.7304, 4.0246], [3.1381, 3.0303, 2.4425], [1.0268, 1.4120, 2.2753], [0.8109, 2.2295, 3.8561], [1.2294, 0.5838, 3.7970], [3.3122, 1.9916, 4.3505], [4.7404, 1.0366, 2.5675], [3.2954, 0.3132, 1.8719], [5.5188, -1.1339, 3.1190], [5.0273, -1.5165, 4.7968], [5.7671, 0.0758, 4.3469], [3.9956, 3.5139, 2.6267], [2.3318, 3.6028, 2.1577], [1.7970, -5.9199, -1.4845], [0.5972, -6.0592, -2.3951], [-0.7017, -6.1547, -1.4970], [-0.7473, -4.9204, -0.7937], [-1.7777, -4.9590, 0.2118], [0.5410, -4.9154, -3.2875], [2.7245, -5.9043, -2.0635], [1.7741, -6.7553, -0.7520], [1.6806, -5.0153, -0.8942], [0.7108, -6.9669, -2.9869], [-0.6056, -7.0010, -0.8103], [-1.5996, -6.2295, -2.1257], [-2.6094, -5.4991, -0.2220], [-2.1471, -3.9684, 0.5018], [-1.3394, -5.4764, 1.0736], [0.6885, -4.0957, -2.6921], [-0.3483, -4.7417, -3.7012], [3.4676, 5.5927, 0.1748], [2.6187, 6.1016, 1.3348], [2.2581, 7.6059, 1.2788], [1.0417, 7.7535, 2.0377], [0.9556, 9.0503, 2.5508], [1.3880, 5.3217, 1.4673], [4.4637, 5.9772, 0.2695], [2.9990, 5.8702, -0.7782], [3.5255, 4.5087, 0.2014], [3.2328, 5.9400, 2.2192], [2.0533, 7.9338, 0.2650], [3.0566, 8.1854, 1.7451], [0.8612, 9.8109, 1.7720], [1.7942, 9.3645, 3.1788], [0.0135, 9.0623, 3.0605], [0.6958, 5.7463, 2.0798], [0.9650, 5.3739, 0.5584], [-1.2641, 3.2858, 1.3149], [-2.2211, 4.0458, 0.4026], [-3.4147, 4.5203, 1.1811], [-4.0764, 5.5040, 0.4490], [-5.0677, 6.1174, 1.1734], [-1.5035, 5.1117, -0.2720], [-0.7913, 3.9044, 2.0590], [-0.4556, 2.7567, 0.8206], [-1.8833, 2.6005, 1.9639], [-2.4843, 3.3255, -0.3520], [-3.0952, 4.9357, 2.1821], [-4.1831, 3.7595, 1.3815], [-6.0255, 5.5440, 1.3323], [-5.4061, 6.9648, 0.5053], [-4.7623, 6.5127, 2.1252], [-2.1764, 5.7645, -0.6120], [-1.0466, 5.6474, 0.4530], [-1.6748, -2.5351, 5.4067], [-1.4876, -3.4422, 4.2098], [-0.0209, -3.7063, 3.9934], [0.1422, -4.3163, 2.7504], [1.4558, -4.4403, 2.2940], [-2.1735, -4.7749, 4.4320], [-1.2566, -1.5471, 5.2128], [-1.2015, -3.0006, 6.2820], [-2.7455, -2.3693, 5.6220], [-1.7850, -2.9299, 3.2995], [0.4096, -4.3144, 4.7528], [0.5249, -2.7345, 4.0450], [2.0885, -4.9918, 3.0066], [1.9434, -3.4461, 2.2227], [1.4281, -4.8403, 1.3025], [-2.2023, -5.2471, 3.5454], [-3.1573, -4.6581, 4.7218], [-2.6551, -0.0475, 3.2089], [-2.7882, -0.1322, 1.7568], [-1.7059, -0.3452, 3.5446], [-2.7754, 0.9706, 3.5936], [-3.4916, -0.6092, 3.6409], [-1.8878, 0.0057, 1.4460], [-4.2574, 1.1615, -1.4680], [-4.5203, 1.5507, -0.0802], [-4.8513, 1.8347, -2.1258], [-3.1785, 1.2837, -1.6303], [-4.5514, 0.0957, -1.7112], [-4.0813, 0.9195, 0.5477], [-1.2157, -0.0346, -3.7395], [-0.7080, 0.2368, -5.0386], [-0.7684, -0.9238, -3.2727], [-1.2963, 0.7944, -3.0241], [-2.2301, -0.2380, -3.8679], [0.2200, 0.1329, -4.8737], [-2.8841, -2.2673, -2.0720], [-1.7187, -2.9176, -2.5801], [-3.4190, -1.7713, -2.8817], [-3.5866, -2.9522, -1.5555], [-2.6091, -1.5485, -1.2873], [-1.2787, -3.4074, -1.8955], [3.9793, -3.1162, -1.1451], [2.8028, -2.7303, -1.7159], [4.7399, -2.7961, -1.8229], [4.1455, -2.7090, -0.1011], [4.0720, -4.2527, -1.0291], [2.7882, -3.1522, -2.5750], [-0.7072, 3.6633, -3.4816], [-0.0139, 3.8620, -2.3011], [-1.7541, 3.9122, -3.3090], [-0.4701, 4.5105, -4.1711], [-0.5843, 2.6647, -3.9580], [-0.5287, 4.2796, -1.5902], [0.2276, -1.5656, 0.3930], [-0.4498, -0.3172, 0.1429], [0.3306, -2.1249, -0.5649], [1.2713, -1.4296, 0.8090], [-0.4285, -2.1129, 1.1036], [0.1305, 0.4397, 0.0677]],
  "forces_ev_per_angstrom": [[-0.301, 1.692, -2.478], [-0.245, -0.318, 0.005], [0.427, 0.380, -0.293], [-0.248, -0.147, 1.458], [-0.365, -0.341, 0.109], [-0.799, 0.676, 2.283], [0.747, -0.746, 0.799], [-0.280, -0.633, 0.595], [-0.326, -0.214, 0.111], [0.303, 0.337, 0.287], [-0.283, -0.059, -0.112], [0.038, -0.165, -0.670], [0.290, 0.316, -1.110], [0.188, 0.476, 0.201], [0.193, -0.430, 0.221], [0.650, -0.725, -0.944], [0.198, -0.133, -0.466], [1.469, 0.065, -2.322], [-1.127, -0.345, -1.057], [-0.621, 2.266, -0.114], [0.328, -1.086, 0.400], [1.538, 1.032, -0.247], [0.851, -0.613, 0.622], [-0.456, -0.407, 0.857], [-0.437, 0.416, 0.731], [-0.228, -0.057, 0.187], [-0.248, 0.321, 0.280], [0.199, -0.435, -0.655], [-0.133, -0.205, 0.750], [-0.516, 0.082, 0.310], [-0.180, -0.115, 0.325], [0.043, -0.729, -0.464], [-0.143, -0.145, 0.176], [-0.223, 0.122, 0.255], [0.282, -0.258, 0.696], [-0.517, 0.498, 1.683], [-2.016, 0.894, 0.259], [0.744, -0.964, -0.192], [0.809, -0.338, -0.310], [-1.023, -0.555, -2.089], [-0.010, 0.000, -0.031], [-0.292, 0.124, -0.317], [0.455, 0.012, -0.657], [-0.004, -0.723, 0.166], [0.759, -0.046, -0.106], [0.670, -0.039, -0.099], [-0.519, 0.092, 0.422], [-0.271, 0.446, -0.204], [-0.247, 0.367, -0.035], [1.015, 0.446, 1.277], [0.258, 0.149, -0.194], [-0.094, -0.219, -0.378], [-0.431, -0.565, -1.018], [-0.968, -0.503, -0.883], [0.434, -0.530, 0.671], [0.140, -0.156, 0.439], [-0.378, -0.357, -0.124], [0.508, 0.322, 0.625], [-0.140, 0.575, -0.012], [0.307, -0.457, 0.195], [-0.414, 0.626, 0.206], [0.601, 0.449, -0.135], [0.159, 0.386, 0.354], [0.072, -0.344, -0.266], [0.043, 0.386, -0.332], [-0.465, -0.170, 0.126], [0.004, 0.439, -0.037], [0.590, -0.087, 0.524], [-0.209, -0.665, 0.530], [-1.301, -0.063, 0.532], [1.374, 0.535, -1.004], [-0.619, 0.316, 0.530], [0.628, -0.309, -0.227], [0.956, 0.585, 0.563], [-0.070, -0.015, 0.264], [0.372, 0.300, -0.509], [0.273, 0.245, -0.134], [-0.261, -0.193, -0.023], [-0.219, -0.022, 0.070], [0.056, -0.254, 0.101], [-0.458, -0.277, 0.202], [0.532, -0.002, -0.195], [-0.496, 0.105, 0.071], [0.171, -0.078, -0.395], [-0.875, -0.270, -0.351], [-1.113, 0.082, -0.102], [-0.204, 0.299, 0.502], [-0.370, -1.048, 0.480], [1.372, 0.417, -0.180], [-0.622, 0.582, -0.328], [0.203, -0.577, -0.391], [0.555, 0.373, -0.267], [0.307, 0.039, 0.022], [-0.030, -0.171, 0.104], [-0.190, 0.021, 0.416], [0.173, 0.176, -0.353], [0.010, 0.226, -0.177], [0.141, -0.012, -0.355], [-0.029, -0.362, 0.218], [-0.342, 0.259, 0.774], [0.584, 0.150, 0.142], [-0.376, -0.441, -0.618], [-1.164, -0.718, 1.259], [0.985, -1.136, 0.260], [-0.573, -0.059, 1.174], [0.503, 0.123, -0.460], [-2.657, 1.571, -1.447], [0.465, 0.200, 0.463], [0.257, 0.721, 0.171], [-0.196, -0.187, -0.269], [0.667, 0.158, -0.914], [-0.704, -0.204, -0.429], [-0.063, -0.180, -0.709], [0.646, -0.494, 0.063], [1.047, -0.187, -0.093], [0.328, -0.575, 0.952], [0.465, 0.172, 0.556], [-0.662, 0.464, -0.687], [0.394, 0.208, 0.144], [-0.559, -0.134, 0.273], [-0.267, -1.216, 0.567], [0.443, 1.244, -0.270], [-0.546, -0.304, -0.713], [0.741, 1.229, 0.932], [-0.143, 1.413, 0.162], [0.229, -0.127, 0.160], [-0.137, 0.281, -0.092], [0.370, -0.222, -0.043], [-0.584, 0.093, -0.290], [0.219, -0.759, 0.980], [-0.171, -0.271, -0.292], [-0.185, -0.368, -0.328], [-0.233, -0.132, -0.033], [0.051, -0.593, -0.415], [0.060, -0.332, -0.311], [0.667, 0.223, -0.268], [-2.131, 0.769, -0.974], [0.059, 0.206, 1.614], [1.204, -0.910, 0.275], [-0.102, 0.250, -0.364], [0.479, -0.159, 0.003], [0.344, -0.092, -0.931], [-0.287, -0.243, 0.869], [0.087, -0.959, -0.501], [0.527, -0.375, 0.567], [-0.246, -0.077, -0.395], [0.249, 1.072, 0.466], [-0.176, 0.534, -0.846], [-0.209, -0.240, 0.500], [-0.045, 0.263, 0.838], [0.056, 0.434, -0.136], [0.942, 0.286, -0.190], [-1.791, -0.754, -0.428], [1.012, 0.025, -0.611], [0.213, -0.387, 1.016], [-1.021, 0.636, -0.949], [0.222, -0.108, 0.018], [0.241, -0.078, -0.485], [0.017, 0.248, -0.319], [0.235, -0.593, 0.854], [1.212, -1.625, 1.623], [-1.987, 0.881, 0.990], [1.312, 0.133, 0.021], [-0.383, -0.082, -1.245], [-0.123, 1.196, -0.126], [-0.049, -0.402, -1.240], [-1.019, 1.601, -0.951], [1.601, -0.874, 0.775], [-0.541, -0.747, -0.018], [0.413, -0.914, -0.181], [0.035, 0.767, 0.429], [-0.446, 0.310, -0.102], [0.393, 0.250, -0.181], [-0.651, -0.499, 0.516], [-0.057, 0.247, 0.687], [-1.185, -0.053, -0.290], [0.662, 0.084, -0.382], [0.946, 0.093, -0.433]],
  "lowdin_charge": [-0.059, -0.465, -0.201, -0.195, -0.089, 0.041, 0.055, 0.086, 0.079, 0.106, 0.131, 0.114, 0.059, 0.082, 0.091, 0.092, 0.075, -0.039, -0.434, -0.234, -0.182, -0.125, 0.043, 0.102, 0.047, 0.074, 0.146, 0.122, 0.148, 0.096, 0.085, 0.089, 0.093, 0.076, -0.055, -0.378, -0.229, -0.207, -0.078, 0.079, 0.077, 0.077, 0.061, 0.146, 0.098, 0.127, 0.102, 0.085, 0.080, 0.010, 0.039, -0.047, -0.414, -0.244, -0.193, -0.116, 0.054, 0.072, 0.071, 0.066, 0.141, 0.105, 0.127, 0.079, 0.094, 0.093, 0.070, 0.037, -0.072, -0.401, -0.172, -0.252, -0.072, 0.060, 0.073, 0.096, 0.050, 0.130, 0.124, 0.127, 0.084, 0.083, 0.086, 0.064, 0.063, -0.048, -0.417, -0.159, -0.216, -0.126, 0.040, 0.074, 0.086, 0.056, 0.124, 0.126, 0.121, 0.088, 0.091, 0.082, 0.074, 0.056, -0.043, -0.402, -0.210, -0.187, -0.145, 0.069, 0.057, 0.055, 0.093, 0.121, 0.144, 0.126, 0.102, 0.107, 0.076, 0.083, 0.073, -0.070, -0.422, -0.234, -0.206, -0.093, 0.063, 0.058, 0.090, 0.082, 0.114, 0.120, 0.136, 0.097, 0.086, 0.064, 0.041, 0.067, -0.107, -0.139, 0.043, 0.077, 0.074, 0.026, -0.116, -0.173, 0.088, 0.056, 0.078, 0.051, -0.166, -0.088, 0.084, 0.064, 0.046, 0.009, -0.150, -0.135, 0.070, 0.073, 0.073, 0.012, -0.202, -0.151, 0.040, 0.095, 0.088, 0.005, -0.178, -0.157, 0.074, 0.086, 0.063, 0.014, -0.099, -0.164, 0.072, 0.092, 0.074, 0.021]
}